{
  "formula": "C53H72GeN3O3Pt",
  "method": "ωB97M-V/def2-TZVPD",
  "symbols": ["Pt", "C", "C", "C", "C", "O", "Ge", "O", "C", "C", "C", "C", "O", "C", "C", "C", "C", "H", "H", "H", "H", "H", "H", "H", "H", "H", "H", "H", "H", "H", "H", "H", "H", "H", "H", "H", "H", "H", "H", "H", "H", "H", "H", "H", "C", "C", "C", "C", "C", "C", "C", "C", "C", "C", "C", "C", "N", "C", "C", "N", "C", "C", "C", "C", "C", "C", "C", "C", "C", "C", "C", "C", "C", "C", "C", "C", "C", "C", "C", "C", "C", "C", "H", "H", "H", "H", "H", "H", "H", "H", "H", "H", "H", "H", "H", "H", "H", "H", "H", "H", "H", "H", "H", "H", "H", "H", "H", "H", "H", "H", "H", "H", "H", "H", "H", "H", "H", "H", "H", "H", "H", "H", "C", "C", "C", "N", "C", "C", "H", "H", "H", "H", "H"],
  "positions_angstrom": [[0.376, -0.726, 0.600], [3.264, -1.627, 4.572], [2.499, -2.429, 3.513], [3.512, -2.957, 2.482], [1.783, -3.603, 4.187], [1.571, -1.596, 2.841], [0.651, -0.166, 3.682], [-1.129, -0.450, 3.112], [-2.305, 0.168, 3.587], [-2.762, 1.236, 2.586], [-2.083, 0.827, 4.959], [-3.406, -0.901, 3.743], [1.058, 0.951, 2.134], [1.475, 2.290, 2.093], [0.782, 3.075, 3.207], [0.966, 2.790, 0.702], [2.974, 2.348, 2.409], [4.112, -2.193, 4.945], [2.606, -1.395, 5.410], [3.627, -0.696, 4.141], [4.062, -3.792, 2.904], [4.218, -2.181, 2.205], [2.997, -3.298, 1.588], [2.488, -4.146, 4.810], [1.372, -4.281, 3.446], [0.970, -3.238, 4.814], [-2.023, 2.029, 2.514], [-3.706, 1.664, 2.909], [-2.893, 0.805, 1.595], [-1.268, 1.549, 4.905], [-1.831, 0.070, 5.700], [-2.983, 1.344, 5.278], [-3.922, -1.058, 2.801], [-4.139, -0.588, 4.480], [-2.971, -1.842, 4.066], [-0.296, 3.008, 3.106], [1.101, 4.107, 3.185], [1.068, 2.651, 4.169], [-0.076, 2.450, 0.680], [1.409, 2.714, -1.355], [0.763, 4.294, -0.736], [3.113, 1.925, 3.404], [3.348, 3.365, 2.411], [3.554, 1.755, 1.713], [-4.787, -0.469, -0.528], [-3.701, -0.498, -1.609], [-4.296, 0.051, -2.914], [-3.163, -1.892, -1.828], [-4.040, -2.914, -2.148], [-3.593, -4.199, -2.394], [-2.239, -4.489, -2.311], [-1.318, -3.516, -1.976], [0.159, -3.824, -1.942], [0.780, -3.547, -3.315], [0.467, -5.272, -1.552], [-1.777, -2.191, -1.766], [-0.849, -1.209, -1.512], [-0.422, -0.345, -2.409], [0.505, 0.691, -2.087], [0.963, 0.830, -0.833], [1.641, 2.058, -0.506], [3.150, 2.054, -0.492], [3.833, 3.225, -0.330], [3.427, 4.520, 0.122], [2.217, 4.992, 0.505], [0.913, 4.308, 0.355], [-0.338, 5.136, 0.769], [-0.347, 5.845, 2.125], [-0.558, 6.191, -0.328], [3.960, 0.820, -0.809], [3.886, 0.475, -2.304], [3.615, -0.404, 0.040], [0.751, 1.464, -3.306], [1.562, 2.516, -3.704], [1.490, 2.981, -5.027], [0.653, 2.432, -5.971], [-0.151, 1.321, -5.631], [-1.004, 0.592, -6.491], [-1.680, -0.512, -6.022], [-1.574, -0.955, -4.692], [-0.778, -0.240, -3.820], [-0.069, 0.880, -4.311], [-5.122, 0.552, -0.374], [-4.420, -0.861, 0.414], [-5.647, -1.060, -0.827], [-2.879, 0.158, -1.301], [-5.137, -0.555, -3.241], [-3.559, 0.065, -3.714], [-4.654, 1.066, -2.764], [-5.094, -2.699, -2.230], [-4.296, -4.977, -2.650], [-1.903, -5.488, -2.528], [0.635, -3.137, -1.225], [0.276, -4.127, -4.083], [1.829, -3.830, -3.305], [0.709, -2.496, -3.575], [0.310, -5.937, -2.398], [-0.153, -5.615, -0.727], [1.511, -5.363, -1.263], [4.902, 3.161, -0.482], [4.257, 5.207, 0.222], [2.190, 6.000, 0.891], [-1.191, 4.449, 0.735], [0.622, 6.267, 2.376], [-0.670, 5.190, 2.927], [-1.055, 6.670, 2.096], [0.245, 6.924, -0.324], [-1.493, 6.720, -0.162], [-0.604, 5.743, -1.319], [5.010, 1.058, -0.599], [2.900, 0.110, -2.568], [4.613, -0.300, -2.529], [4.123, 1.344, -2.913], [2.557, -0.705, -0.063], [3.802, -0.210, 1.094], [4.237, -1.237, -0.279], [2.282, 2.997, -3.058], [2.135, 3.801, -5.306], [0.620, 2.831, -6.972], [-1.105, 0.898, -7.521], [-2.312, -1.068, -6.697], [-2.102, -1.844, -4.383], [-2.287, -4.625, 1.795], [-0.913, -4.775, 1.677], [-0.149, -3.688, 1.288], [-0.685, -2.504, 1.014], [-2.001, -2.353, 1.131], [-2.839, -3.384, 1.520], [-2.910, -5.454, 2.093], [-0.436, -5.719, 1.883], [0.921, -3.778, 1.176], [-2.388, -1.370, 0.903], [-3.900, -3.213, 1.606]],
  "forces_ev_per_a": [[-2.2, 0.2, -5.4], [-0.3, -0.1, -0.3], [1.0, -0.6, 0.7], [-0.4, 0.3, 0.2], [0.0, 0.4, -0.2], [-1.3, 1.5, 0.7], [-0.5, -0.4, -2.9], [2.1, -0.3, 0.6], [-1.0, 0.6, 0.7], [0.3, -0.3, 0.2], [0.2, -0.3, -0.4], [0.4, 0.2, -0.1], [-0.7, -2.8, 1.7], [0.3, 1.5, 0.1], [0.0, -0.5, -0.4], [-0.1, -0.3, 0.0], [-0.2, -0.4, -0.1], [0.1, 0.0, 0.1], [0.0, 0.0, 0.2], [0.1, 0.1, -0.1], [0.1, -0.1, 0.1], [0.1, 0.1, -0.1], [0.0, -0.1, -0.2], [0.0, -0.1, 0.1], [-0.1, -0.1, 0.0], [-0.1, 0.0, 0.1], [0.1, 0.1, 0.0], [-0.1, 0.1, 0.0], [0.0, -0.1, -0.1], [0.1, 0.2, 0.0], [0.0, -0.1, 0.1], [0.0, 0.1, 0.1], [-0.1, -0.1, -0.1], [-0.1, 0.1, 0.0], [0.0, -0.1, 0.1], [-0.2, 0.2, 0.0], [0.0, 0.2, 0.1], [0.1, 0.0, 0.2], [0.0, 0.1, 0.0], [0.0, -0.2, 0.3], [0.0, -0.1, 0.2], [0.0, 0.0, 0.2], [0.0, 0.0, 0.0], [0.0, 0.0, 0.2], [0.3, 0.1, -0.1], [-0.2, 0.1, -0.1], [0.2, 0.1, 0.1], [0.8, 0.2, 0.1], [0.0, -0.2, 0.0], [0.1, 0.1, 0.0], [-0.3, 0.0, 0.0], [0.2, 0.6, 0.1], [0.2, -0.1, -0.1], [0.1, 0.1, 0.2], [-0.1, 0.2, 0.1], [-1.5, -1.5, -0.6], [3.0, 3.0, 0.7], [-2.3, -3.5, 0.7], [2.4, 1.7, 3.3], [-1.4, -1.3, -1.2], [0.1, 1.3, -0.3], [1.2, 1.2, -0.2], [-0.5, -1.8, -0.6], [-1.1, 1.3, 0.5], [1.2, 0.0, -0.3], [-0.4, -0.5, -0.3], [0.1, 0.1, -0.1], [-0.2, -0.1, -0.1], [-0.1, -0.1, 0.1], [0.0, -0.2, -0.4], [0.2, 0.0, 0.3], [-0.1, 0.1, 0.0], [0.1, 0.7, -0.6], [-0.1, -0.3, 0.4], [-0.1, 0.1, -0.4], [0.1, 0.0, 0.3], [0.1, 0.0, 0.2], [-0.1, -0.2, 0.2], [0.1, 0.1, -0.3], [0.3, 0.0, 0.4], [-0.2, 0.0, -0.5], [0.0, -0.2, 0.5], [-0.1, 0.1, 0.1], [0.0, -0.1, 0.3], [-0.1, -0.1, 0.0], [-0.1, 0.0, 0.0], [-0.1, -0.1, 0.0], [-0.1, 0.1, 0.0], [-0.1, 0.1, 0.0], [-0.2, 0.0, 0.0], [-0.1, -0.1, -0.1], [0.1, -0.2, 0.0], [-0.1, -0.2, -0.1], [-0.1, -0.1, -0.1], [0.2, 0.0, -0.1], [0.0, 0.1, -0.2], [0.0, -0.1, -0.1], [0.0, -0.1, 0.0], [0.1, 0.0, 0.0], [0.1, -0.2, 0.1], [0.0, 0.1, 0.1], [0.1, 0.2, 0.0], [0.0, 0.0, 0.0], [0.1, 0.0, 0.1], [0.1, 0.0, 0.1], [0.0, 0.1, 0.0], [0.1, 0.1, 0.0], [0.0, 0.1, 0.0], [0.0, 0.0, -0.1], [-0.2, 0.1, 0.0], [0.0, -0.1, -0.2], [0.0, -0.2, -0.1], [0.0, 0.1, -0.1], [0.6, -0.1, -0.1], [0.0, -0.1, 0.1], [0.0, -0.1, 0.0], [0.0, 0.0, 0.1], [0.0, 0.1, 0.0], [0.0, 0.1, -0.2], [0.0, 0.0, -0.1], [-0.1, 0.0, -0.1], [-0.1, -0.1, 0.0], [0.1, 0.2, 0.0], [0.0, 0.2, -0.1], [0.2, -0.7, 0.1], [0.7, 1.0, 1.5], [-0.7, -0.1, 0.0], [0.2, 0.0, -0.2], [0.0, -0.1, 0.1], [0.1, -0.1, 0.0], [0.0, 0.1, 0.1], [0.0, 0.0, 0.1], [-0.1, 0.1, 0.0]],
  "orbital_gap_ev": [5.6, 4.6],
  "spin_multiplicity": 2,
  "s_squared": 0.7624,
  "relative_energy_kj_mol": 346.14,
  "charge": 2,
  "total_energy_ev": -126489.994,
  "e_homo_ev": [-12.401, -12.400]
}

=====

{
  "formula": "C19H47Cl4N9O24",
  "method": "ωB97M-V/def2-TZVPD",
  "symbols": ["Cl", "C", "C", "Cl", "H", "H", "H", "H", "Cl", "C", "C", "Cl", "H", "H", "H", "H", "C", "N", "O", "O", "H", "H", "H", "C", "N", "O", "O", "H", "H", "H", "C", "N", "O", "O", "H", "H", "H", "C", "N", "O", "O", "H", "H", "H", "C", "N", "O", "O", "H", "H", "H", "C", "N", "O", "O", "H", "H", "H", "C", "N", "O", "O", "H", "H", "H", "C", "N", "O", "O", "H", "H", "H", "C", "N", "O", "O", "H", "H", "H", "C", "O", "C", "O", "O", "C", "H", "H", "H", "H", "H", "H", "C", "O", "C", "O", "O", "C", "H", "H", "H", "H", "H", "H"],
  "positions_angstrom": [[-31.075, -9.030, 8.484], [-30.072, -7.676, 8.145], [-28.604, -7.952, 8.459], [-28.010, -9.205, 7.318], [-30.544, -6.965, 8.823], [-30.188, -7.444, 7.086], [-28.546, -8.359, 9.468], [-27.973, -7.063, 8.471], [-19.143, 3.002, -1.159], [-20.772, 2.328, -0.868], [-20.710, 0.958, -0.196], [-22.333, 0.328, -0.112], [-21.305, 2.206, -1.811], [-21.279, 3.106, -0.297], [-20.334, 0.966, 0.826], [-20.068, 0.265, -0.741], [-28.251, -0.054, 4.157], [-27.321, -0.248, 5.325], [-27.114, -1.429, 5.624], [-26.932, 0.723, 5.896], [-28.836, -0.948, 3.941], [-27.588, 0.158, 3.318], [-28.807, 0.850, 4.405], [-22.789, 4.801, 7.033], [-21.992, 4.300, 5.851], [-22.106, 4.968, 4.844], [-21.339, 3.299, 5.975], [-23.795, 5.038, 6.688], [-22.230, 5.683, 7.345], [-22.899, 4.014, 7.780], [-11.516, -1.041, 11.812], [-12.943, -0.704, 12.070], [-13.643, -0.444, 11.083], [-13.356, -0.688, 13.225], [-11.151, -0.479, 10.952], [-11.382, -2.119, 11.728], [-11.068, -0.609, 12.708], [-30.754, -9.970, 2.166], [-29.951, -8.894, 1.411], [-29.580, -9.102, 0.234], [-29.707, -7.813, 1.978], [-30.401, -10.949, 1.841], [-31.775, -9.794, 1.828], [-30.589, -9.832, 3.234], [-14.442, -0.627, 1.650], [-13.452, -0.738, 0.486], [-12.780, -1.781, 0.434], [-13.301, 0.290, -0.230], [-13.919, -0.335, 2.560], [-14.849, -1.635, 1.730], [-15.260, 0.064, 1.443], [-16.114, -5.859, 15.427], [-15.523, -6.641, 14.301], [-15.041, -7.773, 14.527], [-15.506, -6.053, 13.185], [-15.304, -5.386, 15.982], [-16.604, -6.584, 16.077], [-16.817, -5.084, 15.122], [-16.041, -8.317, 2.858], [-17.205, -8.357, 1.964], [-17.022, -7.763, 0.866], [-18.217, -8.994, 2.254], [-15.838, -7.250, 2.954], [-15.138, -8.776, 2.455], [-16.236, -8.647, 3.878], [-23.496, -10.178, -1.896], [-24.305, -11.245, -2.625], [-23.997, -11.502, -3.803], [-25.100, -11.900, -1.973], [-23.208, -10.696, -0.981], [-24.274, -9.469, -1.614], [-22.635, -9.902, -2.505], [-22.996, -2.233, 12.115], [-23.245, -3.706, 12.305], [-22.316, -4.515, 12.533], [-24.393, -4.072, 12.211], [-22.013, -2.019, 11.695], [-23.011, -1.897, 13.152], [-23.803, -1.907, 11.459], [-19.262, -3.562, 6.990], [-20.647, -3.906, 6.750], [-20.872, -4.461, 5.539], [-20.094, -4.571, 4.595], [-22.078, -5.038, 5.570], [-22.800, -5.363, 4.384], [-19.109, -3.676, 8.063], [-19.078, -2.537, 6.668], [-18.608, -4.279, 6.493], [-23.570, -6.123, 4.514], [-22.107, -5.721, 3.622], [-23.329, -4.528, 3.924], [-11.246, -5.746, 7.300], [-11.156, -4.407, 6.866], [-9.977, -3.775, 6.730], [-9.805, -2.638, 6.249], [-8.963, -4.563, 7.174], [-7.636, -4.245, 7.062], [-10.850, -5.963, 8.291], [-10.750, -6.452, 6.634], [-12.320, -5.919, 7.226], [-7.067, -4.899, 7.722], [-7.479, -3.189, 7.281], [-7.307, -4.448, 6.043]],
  "forces_ev_per_a": [[-1.0, -1.9, 0.1], [0.7, 0.9, 0.0], [-0.6, -0.3, 0.6], [0.2, 0.4, 0.2], [0.7, 0.8, -0.4], [-0.1, 0.4, 0.2], [0.1, -0.2, -0.1], [-0.1, -0.1, -0.6], [0.1, -0.2, -0.1], [-0.1, 0.0, 0.0], [0.9, 0.5, 0.3], [-0.9, -0.5, 0.0], [0.3, 0.2, -0.1], [-0.1, -0.4, 0.2], [0.0, 0.4, -0.1], [-0.2, 0.1, -0.2], [0.6, 0.7, -0.1], [-1.4, -2.7, -0.5], [0.3, 1.4, 0.0], [0.7, 0.8, 0.5], [0.1, 0.2, 0.4], [-0.1, 0.0, -0.1], [-0.2, -0.3, -0.2], [-0.1, -0.3, -0.2], [-1.2, 0.4, 0.2], [0.3, -0.1, -0.1], [0.4, -0.4, 0.1], [0.3, 0.3, -0.2], [-0.3, -0.1, 0.3], [0.6, 0.2, 0.0], [0.2, 0.9, 0.9], [-1.9, 0.3, -1.1], [0.9, -0.4, 1.2], [0.7, -0.2, -1.0], [-0.4, -0.3, -0.1], [-0.1, 0.2, 0.1], [0.5, -0.6, -0.1], [0.7, 0.6, -0.8], [1.4, 1.5, -1.3], [-1.2, -0.3, 2.5], [-0.8, -2.2, -0.4], [0.0, 0.3, -0.1], [0.0, -0.1, 0.3], [-0.2, 0.2, -0.3], [-0.2, -0.8, -0.7], [1.2, 1.5, -0.2], [-1.4, 2.1, -0.3], [-0.4, -2.9, 1.5], [0.2, -0.1, -0.3], [0.1, 0.1, 0.3], [0.5, 0.1, -0.3], [-0.2, -0.5, 0.8], [0.9, -0.1, -2.2], [-1.2, 2.7, -0.4], [0.0, -1.7, 2.6], [0.1, -0.2, -0.2], [0.1, 0.1, 0.0], [0.2, -0.4, -0.5], [0.5, 1.2, 1.3], [-0.6, -0.4, -2.8], [-0.7, -1.2, 2.5], [1.4, 1.0, -0.1], [0.2, 0.0, -0.1], [-0.5, -0.2, -0.4], [-0.4, -0.5, -0.4], [-1.1, -1.2, 0.2], [1.2, -1.5, -1.4], [-0.6, 0.8, 1.7], [0.2, 0.9, -0.3], [0.2, 0.2, -0.1], [0.6, 0.5, -0.3], [-0.5, 0.3, 0.1], [0.2, -0.7, 0.3], [1.4, -2.4, -0.3], [-1.1, 2.2, -0.3], [-0.2, 0.5, 0.1], [-0.1, -0.4, 0.0], [-0.3, 0.6, -0.3], [0.1, 0.3, 0.5], [-0.2, -0.3, 0.2], [0.4, -0.4, -1.0], [0.7, -1.2, -1.4], [-1.0, 0.8, 1.7], [-1.1, 0.5, 0.8], [0.6, -0.1, -1.4], [-0.1, 0.2, -0.1], [0.1, -0.2, 0.0], [0.0, 0.3, -0.2], [0.4, -0.1, 0.9], [0.1, -0.1, 0.1], [0.2, 0.5, 0.5], [-0.4, -1.0, -0.2], [0.9, 1.6, -0.3], [1.6, 2.1, -1.1], [-1.0, -3.5, 1.5], [-3.0, -1.0, 0.5], [1.5, 0.9, -0.8], [-0.2, 0.5, 0.1], [0.1, 0.2, -0.3], [0.1, -0.3, 0.4], [-0.2, 0.2, 0.1], [0.2, 0.0, 0.1], [0.1, 0.1, -0.1]],
  "orbital_gap_ev": 10.5,
  "spin_multiplicity": 1,
  "total_energy_ev": -133077.578,
  "e_homo_ev": -10.689
}

=====

{
  "formula": "C2H6N4O2",
  "method": "ωB97M-V/def2-TZVPD",
  "symbols": ["N", "N", "C", "C", "N", "N", "O", "O", "H", "H", "H", "H", "H", "H"],
  "positions_angstrom": [[0.560, 0.744, 0.157], [-0.621, -0.373, 1.573], [-0.644, 0.128, 0.187], [1.375, 1.011, -0.965], [-1.091, -1.700, 1.777], [0.742, 0.897, -2.153], [-1.358, -0.268, -0.706], [2.523, 1.356, -0.806], [0.837, 0.394, 1.218], [-1.090, 0.250, 2.229], [-1.905, -1.870, 1.184], [-0.350, -2.329, 1.479], [1.225, 1.216, -2.975], [-0.203, 0.543, -2.200]],
  "forces_ev_per_a": [[0.5, -0.4, 2.3], [-1.7, -0.4, 0.7], [1.1, -1.9, 0.0], [0.1, 0.6, 0.4], [-0.3, 0.2, -0.3], [-0.2, -0.1, 0.0], [-0.4, 0.6, 0.4], [0.1, -0.1, -0.1], [0.7, 1.6, -3.3], [0.0, -0.2, -0.2], [0.2, 0.0, 0.1], [-0.1, 0.1, 0.0], [0.0, -0.1, 0.1], [0.1, 0.1, 0.0]],
  "smiles": "NNC(=O)NC(N)=O",
  "orbital_gap_ev": 10.9,
  "spin_multiplicity": 1,
  "relative_energy_kj_mol": 46.81,
  "total_energy_ev": -12226.167,
  "e_homo_ev": -10.275
}

=====

{
  "formula": "C11H15N",
  "method": "ωB97M-V/def2-TZVPD",
  "symbols": ["C", "C", "C", "C", "C", "C", "C", "C", "C", "N", "H", "H", "H", "H", "H", "H", "H", "H", "H", "C", "C", "H", "H", "H", "H", "H", "H"],
  "positions_angstrom": [[2.438, -0.858, 3.071], [-0.180, -1.702, 0.517], [1.077, -1.112, 0.797], [1.375, -1.444, 2.178], [0.372, -2.257, 2.596], [-0.168, -0.829, -1.686], [-0.890, -1.410, -0.639], [1.140, -0.387, -1.493], [1.764, -0.514, -0.246], [-0.574, -2.465, 1.593], [-0.632, -0.748, -2.659], [-1.896, -1.779, -0.793], [1.752, -0.117, -2.343], [2.748, -0.075, -0.153], [-1.470, -2.855, 1.778], [0.302, -2.832, 3.508], [3.361, -1.414, 2.916], [2.115, -0.829, 4.108], [2.489, 0.208, 2.832], [-1.720, 2.227, -1.757], [-1.965, 3.687, -2.197], [-1.085, 1.630, -2.394], [-1.512, 2.145, -0.690], [-2.717, 1.757, -1.814], [-2.931, 4.013, -1.832], [-2.086, 3.672, -3.283], [-1.105, 4.288, -1.915]],
  "forces_ev_per_a": [[-0.6, 0.1, -0.7], [-0.7, 0.3, 0.0], [-0.3, -0.7, 0.5], [-0.4, 0.2, 0.4], [-0.2, -0.5, -0.2], [-0.4, -0.1, 0.5], [0.7, -0.5, -0.9], [0.5, -0.8, 0.4], [-0.3, 0.9, -0.9], [1.3, 0.7, 0.4], [0.0, 0.1, 0.0], [0.0, 0.0, 0.0], [-0.2, 0.5, 0.0], [0.1, -0.2, 0.3], [-0.4, -0.1, -0.2], [-0.1, 0.3, 0.1], [0.3, 0.5, 0.3], [0.1, -0.6, 0.2], [0.7, -0.2, -0.3], [-2.1, 0.2, 0.3], [0.5, -1.3, -0.6], [0.5, 0.2, 0.1], [0.7, 0.0, -0.1], [0.3, -0.2, -0.2], [0.2, 0.5, 0.5], [0.3, 0.3, 0.0], [-0.3, 0.5, 0.0]],
  "smiles": "Cc1c[nH]c2ccccc12.CC",
  "orbital_gap_ev": 8.7,
  "spin_multiplicity": 1,
  "relative_energy_kj_mol": 69.32,
  "total_energy_ev": -13140.073,
  "e_homo_ev": -7.811
}